[1]
Here is a molecular structure, C10H30AgN6O4 from the OMol25 dataset. Energies are from ωB97M-V/def2-TZVPD.

Structure (XYZ):
```
51
Properties=species:S:1:pos:R:3:forces:R:3
Ag -0.61242 -0.02891 2.03114 -12.349 -5.016 2.527
C -0.82186 -3.09280 0.34497 -0.728 -0.144 -0.228
C 0.49258 -2.27446 0.51414 0.750 -3.777 -0.447
C 1.03612 -1.32097 -0.56328 0.051 -0.191 -0.501
O 2.32152 -0.76551 -0.22808 -1.393 -2.624 -5.100
C 2.80700 -0.02579 -1.36438 2.300 -0.165 0.397
N 0.51139 -1.69148 1.80011 3.342 -2.025 0.984
H -0.84304 -4.14205 0.63946 1.100 -0.147 -0.194
H -1.23344 -3.04234 -0.66308 0.091 -0.186 -0.130
H -1.60216 -2.69189 0.99190 0.215 0.326 -0.103
H 1.27452 -3.03365 0.49681 0.290 -0.399 -0.157
H 0.40601 -0.44755 -0.73122 0.625 -0.452 -0.754
H 1.15307 -1.91688 -1.46845 -0.334 0.077 -0.246
H 3.48036 0.73480 -0.96919 0.292 -0.109 0.373
H 2.21190 0.58689 -2.04156 -1.192 -0.864 0.217
H 3.45138 -0.70077 -1.92767 -0.242 0.059 -0.393
H 0.59495 -2.27952 2.61700 -0.469 -1.088 -0.315
H 1.44449 -1.30592 1.77229 0.308 0.354 0.665
C -3.52646 0.26604 0.85004 0.165 0.358 -0.929
C -2.67068 -0.34415 -0.35953 -1.197 2.768 1.644
C -2.52433 0.77608 -1.43267 -2.237 -2.181 -0.478
O -1.68097 0.17376 -2.42795 0.351 1.922 -1.056
C -1.53019 1.09367 -3.52514 -0.808 -0.037 -1.345
N -1.38064 -0.59469 0.17695 -0.938 -4.846 -3.070
H -2.96343 1.13449 1.19192 -0.207 0.033 -0.055
H -3.67588 -0.32450 1.75395 0.181 -0.702 -0.392
H -4.50443 0.65179 0.56217 -0.088 -0.178 -0.252
H -3.09985 -1.26483 -0.75483 -0.048 0.202 -0.175
H -2.18975 1.72073 -1.00395 -0.196 -0.342 -0.206
H -3.48796 0.96246 -1.90678 -0.242 0.066 -0.044
H -1.13836 2.08776 -3.30990 0.604 -0.127 0.183
H -2.44703 1.46322 -3.98442 -0.863 -0.836 0.215
H -0.97648 0.67774 -4.36687 0.282 -0.345 0.489
H -0.85920 -1.23439 -0.40526 -1.940 -0.021 0.193
H -0.73677 0.18115 0.23694 -1.744 -1.734 -1.898
C -0.02869 1.75790 -0.11401 0.690 3.691 2.801
O -0.99998 1.43309 0.57518 0.837 7.517 -0.540
N 1.17931 2.08458 0.35266 1.031 0.077 2.354
N -0.01458 2.05363 -1.34938 -0.705 0.129 -4.370
H 1.34988 1.88904 1.32876 -0.123 1.183 -0.794
H 1.90765 2.42863 -0.25665 -0.149 -0.025 0.588
H 0.94389 2.13336 -1.65772 -0.951 0.160 -1.352
H -0.80874 1.79796 -1.91861 1.296 0.284 0.073
C 1.99144 0.64954 2.58498 3.868 -1.155 -2.007
O 0.80384 0.75525 2.54641 7.244 8.027 5.260
N 2.72617 0.75875 3.61536 2.141 0.772 5.550
N 2.67885 0.37010 1.46415 -0.136 1.780 2.787
H 3.65561 0.36915 3.68202 -0.173 0.465 -0.065
H 2.36587 1.30648 4.38366 0.169 -0.506 0.291
H 3.58131 -0.08282 1.48776 -0.364 0.131 -0.294
H 1.98803 0.30778 0.72999 1.592 -0.159 0.303
```
Forces are in eV/Å.

E_tot = -1174.8009 hartree
multiplicity = 1
net charge = +1
LUMO level = -2.3097 eV
energy above the lowest of the compared OMol25 structures with the same formula, charge and spin = 1444.7 kJ/mol
Kohn-Sham gap = 0.270 Ha

=====

[2]
Here is a molecular structure, C10H30BN2O3Ti from the OMol25 dataset. Energies are from ωB97M-V/def2-TZVPD.

Structure (XYZ):
```
47
Properties=species:S:1:pos:R:3:forces:R:3
Ti -0.73927 -0.12650 0.73042 -0.429 -0.161 0.256
B -1.93695 -2.06474 1.05115 -0.238 -0.836 0.457
H -1.23272 -2.06358 1.86864 2.821 -0.043 3.060
H -2.50386 -1.14668 1.04592 -2.336 4.045 -0.047
H -1.47993 -2.24895 0.09123 2.178 -0.361 -3.940
H -2.63293 -2.86297 1.25771 -2.580 -2.861 0.587
C 0.75518 2.94563 1.92515 0.542 -0.034 0.374
O -0.17098 2.15798 1.24742 -1.106 0.096 -1.498
C -1.04762 2.97766 0.44010 -0.302 0.253 -0.218
C -2.04372 2.13120 -0.34224 0.553 0.254 0.870
N -1.33779 1.20767 -1.18396 -0.323 -1.920 0.062
C -2.29246 0.39486 -1.98742 1.449 0.339 -0.455
C -1.59370 -0.59549 -2.92707 0.637 0.638 0.377
O -0.86207 0.10548 -3.97981 -0.634 -1.097 0.283
C -0.44783 -0.74879 -5.07155 -0.853 0.649 0.533
H 1.45976 2.26836 2.40781 -0.150 0.072 0.240
H 0.25514 3.58846 2.64960 0.023 0.000 0.247
H 1.32967 3.58282 1.25280 0.023 0.114 -0.281
H -0.48345 3.58569 -0.26709 0.553 0.031 -0.031
H -1.57516 3.68502 1.07998 -0.140 -0.012 0.232
H -2.80628 2.68319 -0.89171 0.058 0.709 -0.006
H -2.55928 1.56025 0.42997 -0.382 -0.366 0.004
H -0.65336 1.62486 -1.79847 -0.077 0.318 -0.107
H -2.86444 1.10654 -2.58277 -0.507 -0.158 -0.271
H -2.93366 -0.18416 -1.32283 0.014 0.179 0.123
H -2.39144 -1.29188 -3.18542 0.023 0.025 -1.146
H -0.85758 -1.20555 -2.40356 0.016 0.022 0.413
H 0.03328 -1.68551 -4.79014 0.264 0.119 0.495
H 0.21796 -0.14614 -5.68931 -0.091 -0.143 0.006
H -1.34505 -1.03520 -5.62025 0.001 0.046 -0.343
C 2.82306 -2.13861 3.06715 0.351 -0.202 0.088
C 2.10806 -1.10831 2.18243 0.387 -0.884 -0.283
C 1.86135 -1.63695 0.69312 0.763 0.919 1.235
O 1.21334 -0.64441 -0.16423 0.242 -2.034 1.082
C 2.06392 0.45250 -0.39547 -0.343 -0.379 0.176
N 0.81526 -0.78362 2.77824 -0.311 -0.557 -0.700
H 2.81518 -1.76212 4.09004 -0.164 0.057 0.095
H 3.88388 -2.29419 2.87078 0.035 0.019 -0.478
H 2.34147 -3.11620 3.08879 -0.171 -0.016 -0.149
H 2.78061 -0.25063 2.19603 -0.225 0.328 -0.377
H 1.35040 -2.59977 0.69251 -0.856 0.470 0.022
H 2.83797 -1.91394 0.29614 0.305 0.417 -0.333
H 2.08446 1.03956 0.52271 0.439 0.347 -0.217
H 1.55837 0.99419 -1.19489 0.604 0.199 -0.086
H 3.02382 -0.00527 -0.63454 0.379 0.828 -0.365
H 0.35337 -1.67739 2.68914 -1.006 -0.192 -0.350
H 0.82606 -0.75436 3.78775 0.563 0.761 0.365
```
Forces are in eV/Å.

E_tot = -1608.3108 hartree
multiplicity = 4
LUMO level (alpha / beta) = 0.3853 / 0.3472 eV
energy above the lowest of the compared OMol25 structures with the same formula, charge and spin = 150.1 kJ/mol
Kohn-Sham gap (alpha / beta) = 0.142 / 0.356 Ha
<S²> = 3.753

=====

[3]
Here is a molecular structure, C10H30BN2O8V2 from the OMol25 dataset. Energies are from ωB97M-V/def2-TZVPD.

Structure (XYZ):
```
53
Properties=species:S:1:pos:R:3:forces:R:3
O 1.95805 0.82346 2.06348 0.557 0.358 0.008
V 2.30397 -0.25880 0.96644 -0.518 -1.861 -3.533
O 2.90716 -1.58057 1.62798 -0.071 1.300 -0.200
O -2.31832 -2.08168 -1.72909 -0.193 -0.702 -0.302
V -1.53080 -0.85994 -1.18768 1.211 0.446 1.296
O -2.58911 0.14014 -0.62035 -0.481 0.600 -0.544
O 2.53451 -0.27257 -1.37428 0.149 0.233 4.244
C 3.15732 -1.47197 -1.77000 -0.809 0.384 -1.666
C 3.68513 -1.40450 -3.29614 -1.266 1.540 -0.976
O 2.91700 -0.84458 -4.37725 0.775 -1.740 2.623
H 2.42802 -2.27821 -1.69132 -0.462 -0.425 -0.265
H 3.95698 -1.79410 -1.10301 0.619 0.155 -0.117
H 4.06313 -2.40751 -3.49410 -0.050 -0.689 -0.171
H 4.58422 -0.79274 -3.22207 0.602 0.470 0.233
B -0.05748 -0.87706 0.53452 0.268 0.330 -0.737
H 0.58491 -1.18084 1.34648 2.194 -1.276 3.006
H 0.08723 -1.56078 -0.28758 1.117 -3.049 -3.474
H -1.10411 -0.99350 0.76958 -4.062 -0.293 1.731
H 0.09919 0.11030 0.12854 0.547 3.909 -1.313
C -5.84070 -2.97529 3.75555 -0.174 -1.885 0.258
C -4.90770 -1.80785 3.83708 -0.411 1.248 -0.605
C -4.03133 -1.70823 2.58081 0.248 -0.418 -0.670
O -3.25018 -2.85831 2.40092 0.593 -1.713 0.591
C -2.14826 -2.88033 3.32430 0.121 0.254 -1.363
N -5.77342 -0.61929 3.85353 0.659 0.824 -0.102
H -5.33565 -3.92890 3.60178 0.343 0.078 -0.240
H -6.58711 -2.89844 2.96493 0.305 0.448 -0.299
H -6.44531 -3.19605 4.63522 0.131 0.596 0.490
H -4.18757 -1.77125 4.65449 -0.340 -0.631 0.564
H -3.23449 -0.96645 2.52680 -0.724 1.289 0.662
H -4.64907 -1.58696 1.69099 -0.144 -0.078 0.019
H -1.63458 -1.93069 3.17456 0.067 0.390 0.725
H -1.38577 -3.58458 2.99155 -0.457 -0.478 -0.063
H -2.42637 -3.08574 4.35802 -0.056 0.141 -0.013
H -6.41715 -0.56306 4.62978 -0.064 -0.545 0.199
H -5.15287 0.16311 4.00473 -0.046 0.517 -0.208
C 4.63577 4.05686 -3.03654 -0.030 0.811 1.458
C 3.68036 2.98991 -2.56269 -0.302 -0.380 0.159
C 2.40047 3.51724 -1.95214 0.195 -1.153 1.040
O 1.47975 2.41787 -1.70076 -1.160 1.356 -0.424
C 0.10930 2.95352 -1.55326 2.470 0.653 0.499
N 3.29732 2.14005 -3.62945 0.671 -0.354 -2.008
H 5.05743 4.54244 -2.15648 0.298 0.253 0.136
H 4.11540 4.84955 -3.57408 0.192 -0.144 -0.590
H 5.46673 3.57182 -3.54873 -0.130 0.331 -0.376
H 4.29070 2.25381 -2.03949 -0.347 0.405 1.520
H 2.04186 4.26048 -2.66424 -0.606 -0.015 -0.214
H 2.61698 4.03874 -1.01980 -0.179 0.188 0.336
H -0.21351 3.45340 -2.46651 -0.179 -0.318 -0.217
H 0.26342 3.73206 -0.80611 -0.680 0.296 0.262
H -0.62080 2.25128 -1.15089 0.383 -0.367 -0.312
H 2.89296 2.67221 -4.38669 -0.972 0.366 -0.198
H 4.22645 2.08237 -4.02123 0.198 -1.658 -0.857
```
Forces are in eV/Å.

E_tot = -3022.9793 hartree
multiplicity = 1
net charge = -1
LUMO level = 0.2090 eV
Kohn-Sham gap = 0.107 Ha

=====

[4]
Here is a molecular structure, C10H30Be2NO13 from the OMol25 dataset. Energies are from ωB97M-V/def2-TZVPD.

Structure (XYZ):
```
56
Properties=species:S:1:pos:R:3:forces:R:3
Be -0.04180 1.52631 -2.79578 -1.886 -1.327 0.380
Be -0.85877 -3.38759 1.49512 1.052 3.937 -0.480
N 0.09010 -0.55381 -0.55926 -0.260 -0.963 -0.591
O 0.19316 -1.54520 0.18055 -0.219 0.349 0.155
O 0.49029 0.55648 -0.24672 0.477 0.804 -0.013
O -0.43935 -0.69440 -1.71359 0.370 1.075 -0.658
C -0.45371 3.56486 0.12083 -1.419 -2.642 -0.648
C -1.81378 3.41036 -0.55613 -0.301 1.355 0.615
O -2.03963 2.06322 -1.05807 1.116 0.934 -0.091
O 0.49472 3.41034 -0.95617 0.384 0.366 -0.262
H -0.35064 2.64588 0.70237 0.201 0.343 0.564
H -0.36295 4.44110 0.75724 0.215 0.243 -0.456
H -1.85217 4.18940 -1.32159 -0.096 -0.475 -0.585
H -2.62836 3.70123 0.10779 0.088 -0.303 0.312
H -2.95327 1.85466 -0.84425 -0.059 -0.148 -0.401
H 1.19400 4.05594 -0.79187 0.275 -0.168 -0.556
C 2.60748 2.03300 2.56516 -0.747 -1.248 -0.971
C 3.51807 1.20507 1.63460 -0.164 0.664 -0.258
O 3.93207 -0.00949 2.22532 -0.374 -0.077 0.125
O 1.31877 1.32889 2.58868 0.521 0.061 0.164
H 2.33333 2.99458 2.13189 0.869 0.411 0.375
H 2.97777 2.03730 3.58791 -0.004 0.505 -0.033
H 4.39196 1.71038 1.21745 0.087 0.338 0.543
H 2.90404 1.01299 0.74591 -0.055 -0.341 -0.063
H 3.58844 0.00723 3.12403 0.200 -0.177 0.086
H 1.15073 1.21860 1.64455 -0.349 -0.366 0.158
C -2.57023 -0.96135 2.83919 -1.054 -2.292 0.238
C -2.74400 -0.87730 1.32023 0.321 -0.160 0.987
O -2.45238 -2.19162 0.75291 1.006 -1.755 1.154
O -1.35251 -1.66497 3.10528 1.570 -0.302 -0.849
H -3.20254 -1.72976 3.29472 -1.288 0.442 -0.781
H -2.82470 -0.09280 3.44393 0.881 0.518 -0.424
H -2.01219 -0.22370 0.84527 -0.389 0.461 0.199
H -3.79497 -0.68967 1.10403 0.141 0.388 -0.146
H -2.84291 -2.23406 -0.12521 0.169 -0.388 -0.225
H -0.84175 -1.29056 3.83326 0.151 -0.011 -0.106
C -1.91008 0.16291 -5.10813 3.560 -0.274 0.529
C -1.23016 1.38584 -5.66988 -2.905 1.133 -1.271
O 0.00135 1.69807 -5.00404 0.191 -0.561 2.700
O -2.18355 0.36044 -3.71692 -0.521 1.105 -0.062
H -1.02966 -0.47788 -4.98431 -0.340 -1.017 -0.985
H -2.61893 -0.25225 -5.81834 -0.542 0.107 0.565
H -1.93886 2.22296 -5.66058 0.298 0.345 0.844
H -1.16153 1.31360 -6.75781 1.098 -0.642 0.092
H 0.50154 2.39607 -5.44563 0.023 0.156 -0.078
H -2.96166 -0.12329 -3.42580 -0.017 0.057 0.050
C 2.17871 -4.61292 1.23160 1.462 0.657 2.562
C 2.49565 -3.65600 2.42989 1.947 -0.358 -3.541
O 1.33335 -3.03740 2.87130 -1.740 -0.569 0.736
O 1.31737 -3.98167 0.28407 -0.875 -0.681 0.723
H 1.84400 -5.56044 1.66114 -0.691 -0.032 -0.487
H 3.16608 -4.81638 0.81320 -0.153 0.031 -0.391
H 3.15034 -2.87410 2.02981 -0.146 0.173 -0.161
H 3.21260 -4.22231 3.03054 -1.014 -0.085 1.237
H 1.57809 -2.23337 3.34384 -0.283 0.125 -0.074
H 1.50301 -4.51341 -0.50354 -0.781 0.274 -0.449
```
Forces are in eV/Å.

E_tot = -1460.0142 hartree
multiplicity = 1
net charge = +3
LUMO level = -11.7624 eV
energy above the lowest of the compared OMol25 structures with the same formula, charge and spin = 0.0 kJ/mol
Kohn-Sham gap = 0.188 Ha

=====

Number 1: maximum force 13.6 eV/Å. Number 2: maximum force 4.7 eV/Å. Number 3: maximum force 4.8 eV/Å. Number 4: maximum force 4.1 eV/Å.